The following is a DFT calculation (ωB97M-V with the def2-TZVPD basis set) of a molecular structure, C40H43BCdF10N11O6PS3.

Computed properties:
DFT total energy (eV): -145074.7748
HOMO (eV): -3.24
Total charge: -2
Orbital gap (eV): 7.19
LUMO (eV): 3.95
Energy relative to the best compared isomer or geometry (same formula, charge and spin) (kcal/mol): 14.8

Positions of all 116 atoms, in Å:
Cd1 0.21 -0.36 -0.34
S1 -0.49 1.86 2.96
S2 -0.42 0.32 5.25
S3 1.97 -1.44 1.71
P1 -2.27 -1.24 0.47
F1 -2.48 1.75 6.16
F2 -2.43 -2.86 -3.78
F3 2.07 2.69 2.82
F4 -2.48 -4.63 -2.29
F5 -0.55 2.64 6.54
F6 -1.25 -2.75 -1.80
F7 0.84 3.17 1.11
F8 0.59 4.25 2.98
F9 -0.55 -4.18 -3.49
F10 -1.20 0.93 7.69
O1 0.93 -1.41 2.69
O2 1.79 -2.39 0.62
O3 -1.61 2.69 3.33
O4 -0.71 0.98 1.85
O5 -1.52 -0.46 4.75
O6 0.58 -0.32 6.05
N1 0.29 1.26 4.20
N2 2.83 1.50 -0.52
N3 2.08 0.03 1.05
N4 -3.30 1.15 -2.36
N5 -1.47 -0.09 -3.15
N6 -1.11 1.56 -1.59
N7 -4.40 -1.33 2.25
N8 -4.82 -2.24 0.01
N9 6.99 -2.81 4.56
N10 -3.43 -3.49 1.60
N11 4.36 -0.08 0.38
C1 -1.30 4.95 -0.22
C2 5.31 0.43 -0.40
C3 -0.85 -0.54 -5.85
C4 3.44 -1.90 2.56
C5 -5.68 1.84 -5.09
C6 -0.93 3.88 -1.02
C7 -4.77 2.04 -4.06
C8 -3.72 -1.53 -0.66
C9 -4.40 3.44 -3.62
C10 4.92 -1.56 4.41
C11 3.79 1.98 -1.28
C12 -2.14 -2.96 1.15
C13 -4.38 -3.55 0.49
C14 5.48 -3.14 2.69
C15 3.14 0.47 0.29
C16 -2.80 3.58 1.05
C17 2.45 -1.19 -4.09
C18 0.85 3.05 2.44
C19 4.31 -2.84 2.02
C20 5.09 1.48 -1.28
C21 -3.24 -0.52 1.88
C22 5.81 -2.49 3.88
C23 -1.54 2.63 -0.79
C24 -2.22 4.82 0.81
C25 0.21 -0.65 -4.77
C26 -5.34 -1.47 1.14
C27 -6.00 0.56 -5.53
C28 -1.22 1.49 6.47
C29 1.50 -1.04 -5.09
C30 -4.18 0.93 -3.44
C31 0.13 3.99 -2.07
C32 -3.99 -2.67 2.67
C33 0.82 -0.54 -2.40
C34 -4.52 -0.35 -3.87
C35 -5.41 -0.54 -4.92
C36 -2.46 2.50 0.25
C37 -1.92 0.87 -2.33
C38 -0.10 -0.41 -3.43
C39 3.73 -1.26 3.75
C40 2.10 -0.95 -2.77
B1 -1.65 -3.63 -2.85
H1 -5.62 -0.48 0.78
H2 -3.56 0.49 1.63
H3 -0.82 5.91 -0.40
H4 -0.38 -0.59 -6.84
H5 -3.49 2.00 -1.85
H6 3.51 2.80 -1.94
H7 -2.46 5.67 1.44
H8 -6.23 -1.98 1.51
H9 -3.26 -2.57 3.48
H10 3.03 -0.55 4.16
H11 0.53 5.00 -2.11
H12 -4.88 -3.19 3.06
H13 4.05 -3.32 1.09
H14 5.16 -1.06 5.35
H15 -5.26 -4.10 0.84
H16 6.29 -0.04 -0.32
H17 -4.09 -1.22 -3.38
H18 -2.14 -0.75 -3.54
H19 -5.65 -1.54 -5.24
H20 5.86 1.87 -1.93
H21 -0.24 3.71 -3.06
H22 6.17 -3.87 2.27
H23 -4.77 4.17 -4.33
H24 -6.70 0.42 -6.34
H25 1.75 -1.24 -6.12
H26 3.46 -1.51 -4.34
H27 -1.57 -1.35 -5.77
H28 -2.86 1.51 0.47
H29 -4.08 -0.57 -1.02
H30 0.94 3.29 -1.84
H31 -3.92 -4.10 -0.33
H32 7.33 -2.07 5.16
H33 -2.57 -0.44 2.75
H34 2.85 -1.11 -2.00
H35 -3.38 -2.12 -1.52
H36 -1.43 -2.94 1.99
H37 -1.73 -3.60 0.37
H38 -6.13 2.70 -5.57
H39 -1.40 0.40 -5.77
H40 -3.49 3.45 1.87
H41 -4.82 3.68 -2.64
H42 7.72 -3.17 3.97
H43 -3.32 3.55 -3.54

---

The following is a DFT calculation (ωB97M-V with the def2-TZVPD basis set) of 11 unconnected molecules or ions with the total composition C63H149N7O15 at a distorted geometry.

Computed properties:
DFT total energy (eV): -108880.7794
HOMO (eV): -7.84
Orbital gap (eV): 8.27
SMILES: CC1(C)CCCC(C)(C)N1O.CC1(C)CCCC(C)(C)N1O.CC1(C)CCCC(C)(C)N1O.COCCNCCOC.COCCNCCOC.COCCNCCOC.COCCNCCOC.CC(C)O.CC(C)O.CC(C)O.CC(C)O
LUMO (eV): 0.44
Energy relative to the best compared isomer or geometry (same formula, charge and spin) (kcal/mol): 25.3

Positions of all 234 atoms, in Å:
O1 1.73 4.83 -3.96
O2 -1.86 3.48 -2.83
O3 1.55 3.58 6.75
O4 4.04 -0.27 2.33
O5 1.48 -1.16 -2.51
O6 -1.14 -0.60 -1.74
O7 1.99 -4.00 -2.59
O8 -1.58 8.16 -4.84
O9 3.96 -0.43 -5.49
O10 -1.94 3.29 -0.04
O11 2.04 4.00 0.58
O12 1.30 -6.28 0.22
O13 5.45 -3.41 -0.04
O14 -6.83 -5.23 4.14
O15 -2.10 -6.38 -2.90
N1 1.92 5.90 -1.50
N2 -2.85 5.60 -4.46
N3 6.30 -0.75 0.72
N4 4.14 -3.20 -4.65
N5 0.89 3.12 5.49
N6 0.76 -6.58 1.54
N7 -3.16 3.85 -0.06
C1 -3.13 6.50 -5.55
C2 -1.25 -5.20 1.09
C3 0.67 6.06 -2.26
C4 5.07 -4.76 0.06
C5 -0.72 -8.25 0.43
C6 5.31 0.21 2.74
C7 -0.11 -8.40 2.94
C8 0.85 -4.33 2.23
C9 5.20 -2.30 -4.96
C10 -5.36 -5.01 2.17
C11 -2.94 3.28 -3.67
C12 -0.51 3.48 5.54
C13 -3.09 5.20 0.54
C14 1.84 6.26 -0.13
C15 2.98 -4.81 -3.14
C16 -1.21 2.88 4.34
C17 -4.16 1.74 -0.61
C18 -5.59 4.94 1.02
C19 3.25 -0.61 -1.01
C20 -0.59 5.03 5.30
C21 -4.52 5.83 0.56
C22 1.02 0.86 6.67
C23 1.55 2.99 1.47
C24 -0.76 -0.34 0.71
C25 -0.50 -6.04 3.45
C26 4.85 -1.37 -6.02
C27 0.38 1.03 4.21
C28 2.13 1.13 -2.45
C29 1.92 4.47 -5.31
C30 -1.29 3.26 6.82
C31 4.23 -4.00 -3.43
C32 -1.26 -1.27 -0.46
C33 1.22 1.62 5.37
C34 -2.65 -1.83 -0.20
C35 -3.87 -5.68 -1.48
C36 6.32 -0.72 2.19
C37 -2.26 6.12 -0.46
C38 7.14 -1.76 0.06
C39 -5.77 -4.46 3.52
C40 -5.57 3.68 0.22
C41 -1.06 1.35 4.26
C42 -2.89 4.18 -4.86
C43 0.67 -4.61 -2.75
C44 -1.03 9.54 -4.78
C45 0.97 5.99 -3.73
C46 3.42 0.47 -6.47
C47 -2.78 -5.26 -2.41
C48 6.76 -3.19 0.35
C49 -3.27 -4.50 -3.62
C50 -0.13 -5.51 2.06
C51 0.33 -7.99 1.51
C52 -0.79 2.55 -3.08
C53 1.20 5.14 0.67
C54 2.74 1.49 5.01
C55 -4.18 2.93 0.37
C56 -4.63 -4.48 4.55
C57 1.53 -8.86 1.19
C58 -2.40 5.21 1.91
C59 -4.09 2.34 1.80
C60 3.53 -1.43 2.94
C61 -2.91 7.97 -5.17
C62 2.63 -0.28 -2.35
C63 -1.12 -7.41 3.43
H1 1.24 1.17 -1.80
H2 -0.52 -9.39 2.89
H3 1.35 -0.17 6.49
H4 2.92 2.03 4.07
H5 3.98 -4.88 -0.07
H6 -1.49 -4.14 1.12
H7 -3.23 1.16 -0.55
H8 4.48 -3.37 -2.59
H9 0.74 1.46 3.30
H10 -6.41 3.01 0.54
H11 -4.04 -3.58 4.31
H12 5.55 -5.40 -0.71
H13 -7.48 -5.40 3.46
H14 0.12 3.01 -2.72
H15 2.94 1.82 -2.25
H16 -1.99 5.76 -3.96
H17 1.26 3.37 2.45
H18 2.30 2.19 1.63
H19 -3.06 8.55 -6.10
H20 2.32 3.44 -5.28
H21 -3.10 1.84 1.94
H22 1.35 7.23 0.06
H23 3.99 0.17 -0.73
H24 0.03 5.91 -4.35
H25 -2.17 -4.61 -1.83
H26 -4.21 3.07 2.60
H27 8.19 -1.61 0.37
H28 6.86 -3.51 1.39
H29 2.25 -6.27 0.37
H30 -3.13 2.26 -3.97
H31 6.01 -2.94 -5.37
H32 -2.14 3.87 -5.64
H33 2.43 -1.37 2.91
H34 1.51 6.85 -4.12
H35 5.37 1.24 2.24
H36 -5.76 3.91 -0.86
H37 -1.41 10.06 -5.73
H38 0.43 -3.59 2.90
H39 -4.56 -4.83 -1.30
H40 3.20 -5.63 -2.48
H41 -0.76 2.31 -4.15
H42 0.59 -0.03 4.07
H43 0.46 -4.80 -3.81
H44 4.24 1.00 -6.89
H45 -0.91 -0.87 1.65
H46 5.62 -1.84 -4.06
H47 -2.11 -7.39 2.84
H48 3.28 -0.48 -3.21
H49 -6.61 5.35 0.88
H50 7.06 -1.63 -1.00
H51 0.69 2.50 0.99
H52 -4.93 0.98 -0.35
H53 1.79 1.34 -3.48
H54 -0.77 3.74 7.65
H55 -4.46 -6.46 -1.98
H56 0.17 7.01 -1.91
H57 -4.98 -4.34 5.58
H58 2.41 -0.65 -0.31
H59 1.10 5.44 1.73
H60 -3.48 -1.05 -0.11
H61 -4.85 -5.99 2.30
H62 -1.43 10.10 -3.93
H63 -3.83 4.05 -5.41
H64 1.76 -2.08 -2.43
H65 1.01 4.39 -5.93
H66 -0.84 -9.31 0.15
H67 3.32 1.89 5.86
H68 -2.26 3.19 4.40
H69 -0.78 3.35 3.48
H70 2.64 5.15 -5.80
H71 4.40 -1.84 -6.89
H72 -3.76 3.62 -3.11
H73 -0.04 0.78 6.85
H74 -1.20 6.20 -0.25
H75 1.42 -9.91 1.46
H76 -4.17 6.45 -5.85
H77 -0.06 -3.94 -2.31
H78 5.31 0.29 3.87
H79 -4.56 6.76 1.17
H80 0.38 -6.08 4.06
H81 3.86 -2.33 2.39
H82 5.30 -0.95 0.50
H83 -1.47 -7.79 4.39
H84 -0.55 -2.12 -0.46
H85 2.80 1.19 -5.91
H86 -2.57 6.39 -6.46
H87 0.02 9.45 -4.73
H88 2.97 0.39 4.95
H89 3.74 -1.57 -1.01
H90 5.74 -0.76 -6.32
H91 -1.87 -6.92 -2.15
H92 -4.79 6.14 -0.46
H93 -4.18 -5.44 4.51
H94 -0.25 -0.78 -2.12
H95 -2.12 6.18 2.20
H96 -4.85 1.59 1.96
H97 0.67 -5.58 -2.20
H98 1.18 -3.95 1.27
H99 1.50 1.34 7.50
H100 -0.91 1.51 -2.64
H101 -2.99 -2.53 -0.97
H102 0.30 -0.08 0.73
H103 -2.17 -5.76 1.27
H104 -2.30 3.68 6.72
H105 -2.96 4.80 2.75
H106 3.82 -1.48 3.99
H107 -2.47 5.76 -1.46
H108 3.34 -2.61 -4.52
H109 -1.22 -5.39 3.85
H110 -6.23 -5.24 1.57
H111 2.47 -8.54 1.66
H112 5.07 -4.65 -3.62
H113 -1.63 1.03 3.37
H114 -0.40 -7.81 -0.50
H115 -1.54 0.79 5.09
H116 6.12 -1.68 2.66
H117 -0.95 -5.36 0.03
H118 1.72 -8.94 0.11
H119 2.36 5.00 -1.66
H120 0.18 4.98 0.30
H121 -6.07 -3.41 3.43
H122 -0.02 5.59 6.06
H123 -1.63 5.41 5.23
H124 -1.42 2.20 7.10
H125 2.90 -0.10 -7.28
H126 -4.39 1.98 -1.63
H127 -2.59 -2.31 0.79
H128 -3.52 -5.98 -0.51
H129 2.73 -5.28 -4.12
H130 -0.10 5.27 4.33
H131 5.32 -5.26 1.00
H132 0.78 -8.42 3.56
H133 -2.58 7.17 -0.33
H134 -5.42 4.63 2.08
H135 -1.47 4.66 1.95
H136 -3.47 -3.46 -3.40
H137 -1.78 3.29 -1.00
H138 1.71 -4.77 2.76
H139 -1.44 0.48 0.73
H140 7.41 -3.86 -0.24
H141 7.37 -0.51 2.50
H142 -1.65 -7.79 0.78
H143 -3.50 8.30 -4.31
H144 -0.06 5.26 -1.98
H145 -4.21 -4.93 -4.04
H146 -4.64 -4.44 1.58
H147 -2.52 -4.64 -4.45
H148 2.31 4.10 6.52
H149 2.82 6.41 0.29

---

The following is a DFT calculation (ωB97M-V with the def2-TZVPD basis set) of a molecular structure, C25H30N3O9RuS3.

Computed properties:
DFT total energy (eV): -84392.0565
HOMO (alpha / beta) (eV): -7.12 / -7.18
2S+1: 2
Orbital gap (alpha / beta) (eV): 6.94 / 6.08
<S²>: 0.781
LUMO (alpha / beta) (eV): -0.18 / -1.11
Energy relative to the best compared isomer or geometry (same formula, charge and spin) (kcal/mol): 53.3

Positions of all 71 atoms, in Å:
Ru1 1.26 0.31 -0.04
S1 -2.33 -0.75 0.69
S2 1.28 -1.40 -2.04
S3 4.54 0.41 -0.43
O1 1.26 -2.35 1.51
O2 0.23 -0.36 1.63
O3 -2.88 -3.35 6.15
O4 -1.05 -4.62 5.57
O5 5.52 1.22 -1.08
O6 -2.75 -1.52 2.06
O7 -1.37 0.44 -1.26
O8 4.21 0.72 0.94
O9 2.33 2.59 1.64
N1 -0.44 1.09 -0.64
N2 1.34 2.10 0.81
N3 3.11 0.32 -1.29
C1 -0.26 -3.20 3.72
C2 -2.61 -1.66 4.42
C3 6.04 -1.97 -0.06
C4 2.82 -0.98 -1.54
C5 4.98 -4.01 -0.82
C6 0.28 4.30 1.11
C7 -1.48 -4.54 -0.82
C8 -4.90 -1.70 -0.05
C9 -1.14 -3.57 4.72
C10 -6.29 -1.29 -0.51
C11 4.93 -1.30 -0.54
C12 -1.71 -2.13 -0.31
C13 -2.19 -4.56 6.43
C14 -1.99 -3.53 0.21
C15 3.87 -1.94 -1.14
C16 -3.97 -0.50 0.01
C17 -2.28 -2.78 5.06
C18 0.42 -1.59 1.97
C19 -0.54 -2.06 3.02
C20 6.05 -3.35 -0.22
C21 -0.67 2.33 -0.25
C22 0.36 2.91 0.57
C23 -1.81 -1.28 3.23
C24 3.88 -3.32 -1.28
C25 -1.95 3.01 -0.60
H1 -6.74 -0.57 0.19
H2 -0.42 -4.37 -1.03
H3 -1.83 4.09 -0.65
H4 -1.59 -0.21 3.20
H5 6.90 -3.92 0.14
H6 -2.03 -4.45 -1.76
H7 -6.95 -2.15 -0.57
H8 -2.30 2.65 -1.57
H9 1.23 4.60 1.55
H10 -2.11 -1.96 -1.31
H11 0.64 -3.76 3.50
H12 -1.60 -5.56 -0.45
H13 0.03 5.00 0.31
H14 6.86 -1.45 0.41
H15 -1.85 -4.55 7.46
H16 -6.25 -0.81 -1.49
H17 -4.95 -2.18 0.93
H18 -0.50 4.37 1.86
H19 -4.40 0.30 0.63
H20 -3.77 -0.08 -0.98
H21 -2.84 -5.41 6.22
H22 3.03 -3.82 -1.74
H23 -3.46 -1.06 4.71
H24 -4.49 -2.44 -0.74
H25 -2.74 2.80 0.13
H26 -0.64 -1.95 -0.37
H27 3.06 1.95 1.52
H28 -3.05 -3.68 0.42
H29 -1.46 -3.68 1.15
H30 5.02 -5.09 -0.91

---

The following is a DFT calculation (ωB97M-V with the def2-TZVPD basis set) of 5 unconnected molecules or ions with the total composition C14H38BFNO8S5 at a distorted geometry.

Computed properties:
DFT total energy (eV): -90566.0581
HOMO (eV): -10.61
Total charge: +1
Orbital gap (eV): 8.27
LUMO (eV): -2.34

Positions of all 68 atoms, in Å:
S1 4.45 -1.31 -3.39
S2 1.42 -2.13 0.39
S3 -5.34 -2.87 0.98
S4 -1.59 -1.44 5.39
S5 -2.09 3.77 -3.38
F1 0.20 -3.03 0.09
O1 1.99 -2.55 1.61
O2 5.27 -0.32 -2.64
O3 -0.97 3.05 -2.68
O4 -2.29 -0.75 4.27
O5 -6.05 -2.08 -0.07
O6 2.24 -2.06 -0.77
O7 1.53 2.65 0.57
O8 -0.72 -0.82 1.04
N1 -0.45 1.26 -0.87
C1 -2.36 5.29 -2.46
C2 -4.55 -1.68 2.07
C3 4.40 -0.77 -5.10
C4 -1.37 0.42 1.27
C5 5.49 -2.75 -3.68
C6 0.00 -0.63 5.59
C7 3.46 1.19 -0.28
C8 0.79 0.47 -0.49
C9 -6.58 -3.41 2.16
C10 -0.94 -2.98 4.73
C11 -1.70 0.96 -0.10
C12 0.60 -0.53 0.68
C13 4.11 0.53 0.97
C14 -1.37 4.53 -4.83
B1 1.95 1.49 -0.05
H1 3.82 0.16 -5.14
H2 -0.49 5.10 -4.55
H3 -1.09 3.73 -5.52
H4 5.41 -0.58 -5.46
H5 4.96 -3.45 -4.33
H6 -0.31 -3.46 5.48
H7 -2.18 0.14 -0.62
H8 -7.22 -4.14 1.66
H9 -1.41 5.81 -2.33
H10 -7.17 -2.56 2.49
H11 -0.73 1.10 1.83
H12 4.87 -0.19 0.67
H13 1.12 -0.16 1.57
H14 0.52 -0.59 4.63
H15 0.60 -1.18 6.32
H16 -0.66 1.08 -1.84
H17 -1.78 -3.62 4.49
H18 3.99 2.11 -0.49
H19 -2.40 1.78 -0.10
H20 -2.29 0.28 1.82
H21 2.13 2.88 1.29
H22 6.43 -2.43 -4.14
H23 -2.11 5.17 -5.30
H24 -0.18 0.37 5.96
H25 -6.08 -3.89 3.01
H26 1.16 -0.02 -1.38
H27 3.60 0.48 -1.10
H28 -0.30 2.27 -0.85
H29 -0.36 -2.78 3.83
H30 3.40 -0.04 1.58
H31 -4.11 -2.19 2.92
H32 3.91 -1.53 -5.71
H33 -3.07 5.91 -3.00
H34 -3.76 -1.19 1.50
H35 -2.77 5.03 -1.49
H36 5.69 -3.22 -2.72
H37 -5.28 -0.94 2.40
H38 4.59 1.26 1.61